{"formula": "C52H89BaN5O8S", "method": "ωB97M-V/def2-TZVPD", "species": ["Ba", "C", "N", "C", "C", "C", "N", "C", "C", "C", "C", "C", "C", "C", "O", "C", "C", "C", "C", "C", "C", "C", "C", "C", "C", "C", "C", "C", "C", "C", "O", "C", "C", "C", "C", "C", "C", "C", "C", "H", "H", "H", "H", "H", "H", "H", "H", "H", "H", "H", "H", "H", "H", "H", "H", "H", "H", "H", "H", "H", "H", "H", "H", "H", "H", "H", "H", "H", "H", "H", "H", "H", "H", "H", "H", "H", "H", "H", "H", "H", "H", "H", "H", "H", "H", "H", "H", "H", "H", "H", "H", "H", "H", "O", "C", "O", "C", "C", "C", "C", "C", "O", "C", "C", "O", "O", "H", "H", "H", "H", "H", "H", "H", "H", "N", "C", "C", "N", "C", "C", "N", "H", "H", "H", "H", "H", "H", "H", "H", "H", "H", "H", "H", "H", "C", "C", "C", "S", "O", "C", "C", "C", "H", "H", "H", "H", "H", "H", "H", "H", "H", "H", "H", "H", "H", "H"], "positions_angstrom": [[1.024355, 0.605759, 0.435200], [-2.916114, 0.561435, 2.053189], [-3.753552, -0.175663, 1.120841], [-4.918651, 0.593222, 0.748278], [-4.134040, -1.480491, 1.633698], [-2.947724, -2.378515, 1.979682], [-1.891741, -2.328073, 0.992239], [-0.634734, -2.972171, 1.409129], [-0.315470, -2.813953, 2.870574], [-0.432323, -3.903407, 3.709738], [-0.222344, -3.808313, 5.084292], [0.058968, -2.541991, 5.583269], [0.188699, -1.403940, 4.787809], [0.072751, -1.536702, 3.372757], [0.248465, -0.559705, 2.535274], [0.367292, -0.024375, 5.428526], [0.396569, -0.093711, 6.957581], [1.668923, 0.639458, 4.963188], [-0.810993, 0.879078, 5.028154], [-0.362969, -5.049096, 5.964835], [-0.047742, -4.760687, 7.433355], [0.599561, -6.143425, 5.481624], [-1.800934, -5.583040, 5.882849], [-2.313307, -2.744074, -0.358624], [-2.157552, -4.203835, -0.696237], [-3.069193, -5.139675, -0.233017], [-2.910710, -6.503140, -0.453512], [-1.788586, -6.885234, -1.195348], [-0.852187, -5.996848, -1.698740], [-1.006617, -4.587391, -1.449514], [-0.181992, -3.711292, -1.901403], [0.360598, -6.480618, -2.496543], [0.366664, -7.997134, -2.701609], [0.361828, -5.821648, -3.884811], [1.654344, -6.110335, -1.753326], [-3.875102, -7.563198, 0.074771], [-5.016618, -6.947462, 0.885350], [-4.491182, -8.348797, -1.092360], [-3.126489, -8.543057, 0.991157], [-3.426459, 0.731703, 3.019262], [-2.668112, 1.536267, 1.623897], [-1.987501, 0.019184, 2.234960], [-5.575718, 0.811955, 1.611634], [-5.505987, 0.045977, 0.007127], [-4.606921, 1.543493, 0.310641], [-4.779554, -1.952920, 0.886834], [-4.747120, -1.380194, 2.551574], [-3.343729, -3.395086, 2.170492], [-2.528779, -2.047846, 2.930417], [0.167748, -2.547361, 0.798416], [-0.660554, -4.047303, 1.185401], [-0.716017, -4.853346, 3.262986], [0.174927, -2.429384, 6.652154], [1.247069, -0.676359, 7.321938], [-0.519202, -0.531396, 7.363260], [0.490605, 0.919503, 7.356203], [2.524665, -0.021194, 5.130167], [1.838600, 1.571580, 5.512604], [1.596097, 0.885301, 3.908065], [-1.759803, 0.433228, 5.340767], [-0.826677, 1.018998, 3.949460], [-0.714620, 1.859389, 5.505906], [0.962912, -4.364724, 7.553054], [-0.121888, -5.684528, 8.014111], [-0.748239, -4.039225, 7.859266], [1.632405, -5.793187, 5.537632], [0.397879, -6.417703, 4.445646], [0.502464, -7.043810, 6.097398], [-2.506235, -4.828988, 6.238617], [-1.917237, -6.485562, 6.492499], [-2.068981, -5.830078, 4.854742], [-1.732231, -2.182692, -1.085606], [-3.355590, -2.442033, -0.480264], [-3.922049, -4.770623, 0.327912], [-1.645528, -7.943627, -1.384050], [-0.521250, -8.337769, -3.240503], [0.419136, -8.533665, -1.750826], [1.244536, -8.274929, -3.292012], [-0.519894, -6.134691, -4.451214], [1.253822, -6.119844, -4.447083], [0.347612, -4.738399, -3.778072], [1.685831, -6.607241, -0.779924], [1.698642, -5.034584, -1.599483], [2.528735, -6.431155, -2.330930], [-5.617636, -6.269520, 0.275774], [-4.637497, -6.387178, 1.742329], [-5.672805, -7.738292, 1.260332], [-5.052897, -7.677981, -1.745825], [-5.169147, -9.127199, -0.725213], [-3.716959, -8.827614, -1.694131], [-2.692327, -8.010467, 1.839716], [-2.312737, -9.037975, 0.459030], [-3.804079, -9.314322, 1.373518], [4.657941, 3.388955, -1.753477], [3.987019, 2.880048, -0.840835], [2.741491, 2.660983, -0.842097], [4.779067, 2.376388, 0.389067], [5.029827, 0.867693, 0.206792], [6.157252, 0.388841, 1.131047], [5.445254, 0.404034, 2.508604], [4.041618, 0.883879, 2.115137], [3.876193, 0.266217, 0.816834], [4.087452, 2.384824, 1.792422], [2.746785, 3.148370, 1.857975], [2.817116, 4.381930, 1.915926], [1.681803, 2.456938, 1.905022], [5.725291, 2.914954, 0.409374], [5.101407, 0.547670, -0.830993], [7.027201, 1.044265, 1.084729], [6.469944, -0.620712, 0.861067], [5.914638, 1.076823, 3.226608], [5.402467, -0.592550, 2.948619], [3.233294, 0.561760, 2.762887], [4.728624, 2.926378, 2.490624], [-1.486516, 0.540250, -1.012639], [-1.264393, 0.108975, -2.392662], [-0.213181, 0.968238, -3.093714], [1.086832, 0.977712, -2.446838], [2.144393, 0.147659, -2.995381], [1.957381, -1.351298, -2.777642], [1.785065, -1.731245, -1.370733], [-2.165591, -0.043736, -0.526315], [-1.820532, 1.503228, -0.971332], [-2.179391, 0.156276, -3.003638], [-0.942054, -0.934702, -2.390715], [-0.587686, 1.998242, -3.126994], [-0.125764, 0.633782, -4.139263], [1.456160, 1.908322, -2.273395], [3.072238, 0.478228, -2.519775], [2.264516, 0.310295, -4.081898], [2.822965, -1.849705, -3.231378], [1.084900, -1.704849, -3.334470], [2.587676, -2.241454, -1.021853], [1.001616, -2.397103, -1.335451], [2.272206, 6.226052, -0.807727], [1.462110, 5.515618, -1.883704], [-0.021615, 5.346537, -1.560762], [-0.362588, 4.064363, -0.318077], [-1.795148, 3.643998, -0.561166], [-0.351526, 5.012588, 1.233432], [-1.735032, 5.464727, 1.672051], [-2.347623, 6.558485, 0.805288], [3.281397, 6.419590, -1.173851], [2.378095, 5.613643, 0.089095], [1.816938, 7.185193, -0.533511], [1.908482, 4.534611, -2.061005], [1.521396, 6.073832, -2.824396], [-0.557096, 4.947903, -2.426070], [-0.500604, 6.282656, -1.266203], [0.343001, 5.842588, 1.099827], [0.114933, 4.333780, 1.948384], [-1.646476, 5.810618, 2.705900], [-2.400610, 4.599419, 1.684559], [-1.670715, 7.412420, 0.710538], [-3.284512, 6.920306, 1.234874], [-2.564864, 6.176533, -0.192361]], "forces_ev_per_angstrom": [[0.0, -0.4, -0.5], [0.0, 0.0, 0.0], [0.0, 0.0, 0.0], [0.0, 0.0, 0.0], [0.0, 0.0, 0.0], [0.0, -0.1, 0.0], [0.0, 0.0, 0.0], [0.0, 0.0, 0.0], [0.1, 0.1, 0.0], [0.0, 0.0, 0.0], [0.0, -0.1, 0.0], [0.0, 0.0, 0.0], [-0.1, 0.0, 0.0], [-0.2, -0.1, -0.2], [0.1, 0.0, 0.3], [0.0, 0.0, 0.0], [0.0, 0.0, 0.0], [0.0, 0.0, 0.0], [0.0, 0.0, 0.0], [0.0, 0.0, 0.0], [0.0, 0.0, 0.0], [0.0, 0.0, 0.0], [0.0, 0.0, 0.0], [-0.1, 0.1, 0.0], [0.0, 0.0, 0.1], [0.0, 0.0, 0.0], [0.0, 0.0, 0.0], [0.0, 0.0, 0.0], [0.0, 0.0, 0.0], [-0.1, 0.0, -0.2], [0.1, 0.0, 0.1], [0.0, 0.0, 0.0], [0.0, 0.0, 0.0], [0.0, 0.0, 0.0], [0.0, 0.0, 0.0], [0.0, 0.0, 0.0], [0.0, 0.0, 0.0], [0.0, 0.0, 0.0], [0.0, 0.0, 0.0], [0.0, 0.0, 0.0], [0.0, 0.0, 0.0], [0.0, 0.0, 0.0], [0.0, 0.0, 0.0], [0.0, 0.0, 0.0], [0.0, 0.0, 0.0], [0.0, 0.0, 0.0], [0.0, 0.0, 0.0], [0.0, 0.0, 0.0], [0.0, 0.0, 0.0], [0.0, 0.0, 0.0], [0.0, 0.0, 0.0], [0.0, 0.0, 0.0], [0.0, 0.0, 0.0], [0.0, 0.0, 0.0], [0.0, 0.0, 0.0], [0.0, 0.0, 0.0], [0.0, 0.0, 0.0], [0.0, 0.0, 0.0], [0.0, 0.0, 0.0], [0.0, 0.0, 0.0], [0.0, 0.0, 0.0], [0.0, 0.0, 0.0], [0.0, 0.0, 0.0], [0.0, 0.0, 0.0], [0.0, 0.0, 0.0], [0.0, 0.0, 0.0], [0.0, 0.0, 0.0], [0.0, 0.0, 0.0], [0.0, 0.0, 0.0], [0.0, 0.0, 0.0], [0.0, 0.0, 0.0], [0.1, 0.0, 0.0], [0.0, 0.0, 0.0], [0.0, 0.0, 0.0], [0.0, 0.0, 0.0], [0.0, 0.0, 0.0], [0.0, 0.0, 0.0], [0.0, 0.0, 0.0], [0.0, 0.0, 0.0], [0.0, 0.0, 0.0], [0.0, 0.0, 0.0], [0.0, 0.0, 0.0], [0.0, 0.0, 0.0], [0.0, 0.0, 0.0], [0.0, 0.0, 0.0], [0.0, 0.0, 0.0], [0.0, 0.0, 0.0], [0.0, 0.0, 0.0], [0.0, 0.0, 0.0], [0.0, 0.0, 0.0], [0.0, 0.0, 0.0], [0.0, 0.0, 0.0], [0.0, 0.0, 0.0], [0.0, 0.0, 0.0], [0.0, 0.1, 0.1], [-0.1, -0.3, 0.0], [0.0, 0.0, 0.0], [0.0, 0.0, 0.0], [0.0, 0.0, 0.0], [0.0, 0.0, 0.0], [0.0, 0.1, -0.1], [-0.1, 0.1, 0.1], [0.0, 0.2, -0.1], [0.0, 0.0, 0.0], [0.0, 0.0, 0.0], [0.2, 0.4, 0.6], [0.0, 0.0, 0.0], [0.0, 0.0, 0.0], [0.0, 0.0, 0.0], [0.0, 0.0, 0.0], [0.0, 0.0, 0.0], [0.0, 0.0, 0.0], [0.0, 0.0, 0.1], [0.1, -0.1, 0.1], [0.1, 0.2, -0.1], [-0.1, 0.0, -0.1], [0.1, 0.1, -0.1], [-0.1, 0.0, 0.2], [0.0, 0.0, -0.1], [0.0, 0.0, 0.0], [-0.3, 0.1, 0.1], [0.0, 0.0, 0.0], [0.0, 0.0, -0.1], [0.0, 0.0, 0.0], [0.0, 0.0, 0.0], [0.0, 0.0, 0.0], [0.0, 0.0, 0.0], [0.0, 0.0, 0.0], [0.0, 0.0, 0.0], [0.0, 0.0, 0.0], [0.0, 0.0, 0.0], [0.0, 0.0, 0.0], [0.1, 0.1, -0.1], [0.1, -0.1, 0.0], [0.0, 0.0, 0.0], [0.0, 0.0, 0.0], [0.0, 0.0, 0.0], [0.0, -0.3, -0.1], [-0.1, 0.0, 0.0], [0.1, 0.1, 0.0], [0.0, 0.0, 0.0], [0.0, 0.0, 0.0], [0.0, 0.0, 0.0], [0.0, 0.0, 0.0], [0.0, 0.0, 0.0], [0.0, 0.0, 0.0], [0.0, 0.0, 0.0], [0.0, 0.0, 0.0], [0.0, 0.0, 0.0], [0.0, 0.0, 0.0], [0.0, 0.0, 0.0], [0.0, 0.0, 0.0], [0.0, 0.0, 0.0], [0.0, 0.0, 0.0], [0.0, 0.0, 0.0], [0.0, 0.0, 0.0]], "energy_ev": -90736.206, "multiplicity": 1, "gap_ev": 5.997, "total_charge": -2, "homo_ev": -2.154, "fmax_ev_per_a": 0.69}